No. 1
# C10H8N8S3

An isolated molecule of C10H8N8S3 in a non-equilibrium geometry (ωB97M-V with the def2-TZVPD basis set, the Open Molecules 2025 dataset).

Calculated values
Electronic energy   -54923.47283 eV
ΔE to the lowest compared entry with this formula, charge and spin   138.9 kJ/mol
HOMO energy   -8.9667 eV
SMILES string   Cc1nnc2sc(Cc3[nH]nc4[nH]c(=S)[nH]c(=S)c34)nn12

```
29
Properties=species:S:1:pos:R:3:forces:R:3
S 3.312362 -1.042782 1.903765 -0.1 2.3 0.4
S 2.920996 4.069180 3.027221 0.0 -0.3 -0.6
N 1.196633 2.399160 -1.245327 -0.6 -1.7 0.8
N -3.210633 -2.482843 1.532615 1.8 1.3 -0.7
N -4.191263 -2.136702 0.676154 -1.1 0.6 -1.2
N -1.231898 -1.311192 -1.250629 1.4 -1.0 2.4
S -0.388142 -2.064748 1.191653 -1.1 0.0 -1.3
C 3.021428 0.571532 1.510896 0.3 -1.3 -2.7
C 2.937670 2.930070 1.792344 0.4 3.3 2.9
C 1.901835 2.200406 -0.144136 0.0 -0.5 -1.7
C -2.164648 -2.054308 0.870833 4.5 -1.5 2.0
C -3.700656 -1.594191 -0.413378 -1.4 -0.9 -2.2
C -0.150630 -1.584315 -0.527106 -1.0 0.1 0.8
C 2.213428 0.854912 0.191041 0.5 1.3 1.7
C 1.519952 0.165284 -0.787432 -0.6 0.1 0.2
N 0.873576 1.091805 -1.615234 2.5 -0.7 2.1
N 3.617252 1.759183 2.093175 -3.1 -2.8 -3.6
N 2.324823 3.230995 0.622076 1.5 -1.9 0.6
N -2.293461 -1.613394 -0.391073 -3.3 0.5 0.2
C -4.616559 -1.347649 -1.599270 1.4 0.6 -0.8
C 1.305911 -1.325429 -0.854467 -1.7 1.3 -1.2
H 0.124816 0.890474 -2.247344 -0.1 0.1 -0.3
H 3.825461 1.648871 3.054753 0.5 0.2 1.0
H 1.812299 4.060143 0.534686 -0.4 1.6 0.4
H -5.653258 -1.452928 -1.284721 0.2 -0.1 0.0
H -4.435764 -0.344434 -2.015790 -0.3 0.0 0.4
H -4.381109 -1.967397 -2.500980 -0.2 -0.1 1.0
H 1.955631 -1.940648 -0.289507 0.5 0.0 1.2
H 1.553951 -1.609056 -1.834816 -0.2 -0.5 -1.7
```
Forces are in eV/Å.

No. 2
# C35H36N3O7SScSeTe

A structure of composition C35H36N3O7SScSeTe (ωB97M-V with the def2-TZVPD basis set, the Open Molecules 2025 dataset).

Calculated values
Net charge   -1
Electronic energy   -159862.12389 eV
ΔE to the lowest compared entry with this formula, charge and spin   0.0 kJ/mol
Spin multiplicity   2
HOMO energy (spin up / spin down)   -4.6494 / -5.6809 eV
<S²>   0.7587

```
85
Properties=species:S:1:pos:R:3:forces:R:3
Sc 1.947179 0.099496 -1.197684 0.2 0.4 -0.2
O 1.857056 -1.677914 0.350106 -0.1 -0.1 -0.1
S 3.272017 -1.674546 0.745506 0.1 0.0 -0.2
O 3.977370 -2.923060 0.811796 0.0 0.0 0.1
N 3.826635 -0.614271 -0.265896 -0.2 0.0 0.0
C 5.101035 -0.178276 -0.528437 -0.1 0.0 0.0
C 6.278410 -0.573084 0.056338 0.0 0.0 0.0
C 7.501033 0.005950 -0.351055 0.0 0.0 0.0
C 7.552623 0.954748 -1.330524 0.0 0.0 0.0
C 6.352873 1.371671 -1.964771 0.0 0.0 0.0
C 6.301866 2.328345 -3.005259 0.0 0.0 0.0
C 5.103002 2.653604 -3.564826 0.0 0.0 0.0
C 3.927517 2.033785 -3.090806 0.0 0.0 0.0
N 3.937505 1.151163 -2.123590 0.0 0.0 0.1
C 5.133034 0.809879 -1.561332 0.0 0.0 0.0
C 3.308391 -0.966279 2.364475 0.0 0.0 0.1
C 4.346627 -1.281644 3.229478 0.0 0.0 0.0
C 4.391742 -0.677960 4.478042 0.0 0.0 0.0
C 3.401841 0.221937 4.848536 0.0 0.0 0.0
C 2.359996 0.518147 3.978534 0.0 0.0 0.0
C 2.305976 -0.074263 2.727296 0.0 0.0 0.0
H 6.264754 -1.344692 0.814580 0.0 0.0 0.0
H 8.417135 -0.319815 0.126689 0.0 0.0 0.0
H 8.494366 1.390582 -1.640841 0.0 0.0 0.0
H 7.223722 2.784032 -3.349190 0.0 0.0 0.0
H 5.034086 3.370370 -4.371305 0.0 0.0 0.0
H 2.960101 2.256665 -3.521834 0.0 0.0 0.0
H 5.091632 -2.005894 2.928287 0.0 0.0 0.0
H 5.195424 -0.914419 5.163945 0.0 0.0 0.0
H 3.439788 0.689538 5.824835 0.0 0.0 0.0
H 1.585605 1.212994 4.277930 0.0 0.0 0.0
H 1.496414 0.134373 2.038365 0.0 0.0 0.0
O -0.348683 -0.610739 -4.392943 0.1 0.0 0.1
Se 1.123901 -0.122567 -3.953092 -0.3 0.0 -0.1
O 1.805999 -1.191488 -2.831593 0.0 -0.1 0.1
O 1.046525 1.170096 -2.873097 0.1 0.0 0.2
O 2.125806 0.199441 -5.171289 0.1 0.0 0.1
C 0.003589 3.243989 0.190089 0.0 -0.1 0.0
C 0.690604 1.910806 0.059389 0.2 -0.2 -0.1
O 1.986743 1.896501 0.057784 -0.2 0.0 -0.1
N 0.083339 0.768681 -0.121062 0.0 0.0 0.0
Te -1.919711 0.515987 -1.077511 0.0 -0.1 0.1
C -4.122692 0.804138 -0.945923 0.0 -0.1 0.0
C -4.680809 1.990694 -0.470422 0.1 0.1 0.0
C -3.848204 3.160701 0.000587 -0.1 -0.1 0.0
C -6.069523 2.122052 -0.407600 0.0 0.0 0.0
C -6.915528 1.109051 -0.822094 0.0 0.0 0.0
C -8.413226 1.262634 -0.761718 0.1 0.0 0.0
C -6.344126 -0.053093 -1.329097 0.0 0.0 0.0
C -4.967379 -0.220985 -1.406749 0.0 0.0 0.0
C -4.431510 -1.501969 -1.994527 0.0 0.1 0.1
C -2.021541 -1.145152 0.255292 0.0 0.1 0.0
C -2.445870 -0.962481 1.575745 0.0 0.1 0.0
C -2.849155 0.383530 2.118372 0.0 -0.1 -0.1
C -2.473237 -2.057998 2.432161 0.0 -0.1 0.0
C -2.077083 -3.321117 2.014107 0.0 0.0 0.0
C -2.096163 -4.497397 2.954881 0.0 0.0 0.0
C -1.636160 -3.468383 0.708859 0.0 0.0 0.0
C -1.588955 -2.400919 -0.183779 0.0 0.0 -0.1
C -1.023382 -2.655959 -1.557274 0.0 0.0 0.1
H 0.708309 3.974967 0.580227 0.0 0.0 0.0
H -0.873610 3.174914 0.832945 0.0 0.0 0.0
H -0.320760 3.553532 -0.806433 0.0 0.0 0.0
H -2.853831 3.149420 -0.439947 0.0 0.0 0.0
H -3.733163 3.141852 1.087692 0.0 0.0 0.0
H -4.330808 4.102343 -0.264329 0.0 0.0 0.0
H -6.492509 3.048978 -0.030410 0.0 0.0 0.0
H -8.693132 2.190163 -0.262376 0.0 0.0 0.0
H -8.869509 0.431854 -0.220210 0.0 0.0 0.0
H -8.843636 1.275184 -1.765356 0.0 0.0 0.0
H -6.991616 -0.848660 -1.686784 0.0 0.0 0.0
H -5.226381 -2.057586 -2.492159 0.0 0.0 0.0
H -4.006742 -2.135961 -1.214327 0.0 0.0 0.0
H -3.643239 -1.307500 -2.724123 0.0 0.0 0.0
H -2.118315 1.142215 1.832142 0.0 0.0 0.0
H -2.912689 0.351029 3.206305 0.0 0.0 0.0
H -3.822175 0.687104 1.727186 0.0 0.0 0.0
H -2.800083 -1.914895 3.457662 0.0 0.0 0.0
H -2.510714 -4.218025 3.923561 0.0 0.0 0.0
H -1.086590 -4.880747 3.114688 0.0 0.0 0.0
H -2.697328 -5.313013 2.548536 0.0 0.0 0.0
H -1.297677 -4.442666 0.369718 0.0 0.0 0.0
H -1.192415 -3.691422 -1.855809 0.0 0.0 0.0
H 0.056386 -2.497568 -1.553088 0.0 0.0 0.0
H -1.428096 -2.004725 -2.330197 0.0 0.0 0.0
```
Forces are in eV/Å.

No. 3
# C3H5IrO3

A structure of composition C3H5IrO3 in a non-equilibrium geometry (ωB97M-V with the def2-TZVPD basis set, the Open Molecules 2025 dataset).

Calculated values
Net charge   +2
Electronic energy   -12144.80573 eV
ΔE to the lowest compared entry with this formula, charge and spin   257.5 kJ/mol
Spin multiplicity   5
HOMO energy (spin up / spin down)   -20.3821 / -21.0413 eV
<S²>   6.0187

```
12
Properties=species:S:1:pos:R:3:forces:R:3
H 2.292645 -2.584502 0.070929 0.7 -1.1 0.3
O -0.644636 -0.985060 0.269964 3.6 -1.3 1.6
C 0.478920 -0.597107 0.843894 -5.6 2.4 -1.1
C -1.294196 0.079443 -0.462445 -0.8 0.8 -0.4
O 1.920826 -1.758603 -0.241342 -1.0 -2.5 -1.7
O 0.487225 0.783266 0.846311 1.8 -1.4 0.5
C -0.666295 1.320809 0.146155 -1.1 0.8 -0.6
Ir 2.496954 -0.073720 0.045295 1.8 2.8 0.7
H -2.371001 -0.000500 -0.287660 0.3 -0.1 0.0
H -1.082689 -0.040260 -1.531236 0.1 -0.3 0.3
H -1.303019 1.808089 0.891959 0.3 -0.1 0.0
H -0.314737 2.048143 -0.591829 -0.1 -0.1 0.2
```
Forces are in eV/Å.

No. 4
# C2H5ClN2O

A cluster of 2 separate species, C2H5ClN2O in total in a non-equilibrium geometry (ωB97M-V with the def2-TZVPD basis set, the Open Molecules 2025 dataset).

Calculated values
Electronic energy   -19699.30536 eV
ΔE to the lowest compared entry with this formula, charge and spin   525.1 kJ/mol
HOMO energy (spin up / spin down)   -7.3885 / -7.3943 eV

```
11
Properties=species:S:1:pos:R:3:forces:R:3
C -0.147212 0.159565 0.131502 0.1 3.2 2.6
C -0.150065 -2.088808 -0.474807 3.4 -1.0 1.7
N -0.791078 0.618032 1.032981 -0.4 -1.5 -1.0
N 1.232194 2.430923 -0.091098 0.3 -2.2 -1.0
O 0.385715 -0.720998 -0.579926 0.0 -0.8 0.1
Cl 0.223911 3.157293 1.008267 -0.8 0.8 0.3
H -0.333346 -2.280389 -1.440414 -1.7 -0.9 -3.4
H -0.905629 -2.274793 0.240056 -1.0 0.5 0.6
H 0.692309 -2.827261 -0.268092 -0.6 1.4 0.2
H -0.879178 1.654283 1.368725 0.7 -0.6 -0.6
H 0.672379 2.172153 -0.927194 0.0 0.9 0.4
```
Forces are in eV/Å.

No. 5
# C11H15N

A cluster of 2 separate species, C11H15N in total in a non-equilibrium geometry (ωB97M-V with the def2-TZVPD basis set, the Open Molecules 2025 dataset).

Calculated values
Electronic energy   -13138.18559 eV
ΔE to the lowest compared entry with this formula, charge and spin   251.4 kJ/mol
HOMO energy   -7.7844 eV
SMILES string   Cc1c[nH]c2ccccc12.CC

```
27
Properties=species:S:1:pos:R:3:forces:R:3
C 0.244769 3.028697 2.740202 -3.0 -0.9 1.4
C 1.426138 2.111199 2.997192 0.4 0.3 -0.1
H -0.211464 3.400888 3.725356 0.5 -0.7 -1.3
H 0.482400 3.965084 2.231616 0.2 -0.4 -0.3
H -0.571376 2.438754 2.221524 0.7 1.1 0.3
H 1.550233 1.068269 2.724379 -1.7 -0.6 0.3
H 1.744412 2.199442 4.033636 0.8 0.3 -0.3
H 2.043517 2.430077 2.201922 2.2 1.0 0.0
C -1.692740 1.286055 -1.091734 -0.9 0.2 -1.0
C -0.596840 -1.154651 -1.362262 -1.4 1.1 1.7
C -0.563006 0.315772 -1.322462 0.8 -0.3 0.3
C 0.728637 -1.622458 -1.343999 0.7 2.0 -2.9
C 0.772117 0.680326 -1.440604 -2.4 -1.6 -0.5
C -1.323140 -3.352221 -0.998945 -1.1 -1.4 1.7
C -0.002614 -3.789707 -1.047445 1.1 2.6 -1.6
C -1.670941 -2.028506 -1.064234 -0.1 1.3 0.2
C 1.088996 -2.940945 -1.347338 -1.3 -1.1 2.1
N 1.540747 -0.502483 -1.564610 3.4 2.8 -1.4
H -2.062002 -4.068617 -0.560931 0.6 0.5 -0.8
H 0.274670 -4.749775 -0.870727 0.2 -2.9 0.6
H -2.692669 -1.640606 -0.730333 1.5 -0.6 -0.9
H 2.103114 -3.255182 -1.094250 -0.2 0.0 -0.7
H -1.265800 2.276927 -0.987570 0.0 0.2 0.3
H -2.468867 1.140584 -0.330283 0.9 -0.5 0.8
H 1.070816 1.717512 -1.577994 0.7 -0.5 0.2
H 2.470257 -0.332120 -2.220125 -3.3 -1.6 2.6
H -2.419364 1.377685 -1.919985 0.7 -0.2 -0.5
```
Forces are in eV/Å.

No. 6
# C4H6N2O

An isolated molecule of C4H6N2O in a non-equilibrium geometry (ωB97M-V with the def2-TZVPD basis set, the Open Molecules 2025 dataset).

Calculated values
Electronic energy   -9270.57797 eV
ΔE to the lowest compared entry with this formula, charge and spin   282.1 kJ/mol
HOMO energy   -9.7252 eV
SMILES string   O=C1NC[C@H]2CN12

```
13
Properties=species:S:1:pos:R:3:forces:R:3
O -1.570702 -0.204416 -1.620256 -0.5 1.5 -1.6
C -0.545654 0.258377 -1.187669 -1.0 -0.1 0.1
N -0.409069 1.403728 -0.408728 -0.2 -0.4 0.1
C 0.493431 1.006683 0.696297 0.2 0.0 0.3
C 0.910453 -0.426482 0.320087 0.6 0.0 0.8
C -0.159127 -1.408238 0.101113 0.6 -0.3 -0.3
N 0.612614 -0.539447 -1.077938 -1.9 -1.6 0.8
H -1.339076 1.698837 -0.133818 0.2 0.3 0.1
H -0.020373 1.079830 1.657960 0.1 0.0 0.0
H 1.392729 1.626242 0.711126 -0.1 0.1 0.1
H 1.845518 -0.837233 0.652431 0.6 0.5 0.0
H -0.043340 -2.415003 -0.254696 0.7 -0.4 0.8
H -1.167404 -1.242877 0.544089 0.7 0.5 -1.2
```
Forces are in eV/Å.

No. 7
# C11H11ClO2Sr

A structure of composition C11H11ClO2Sr in a non-equilibrium geometry (ωB97M-V with the def2-TZVPD basis set, the Open Molecules 2025 dataset).

Calculated values
Net charge   -2
Electronic energy   -29038.58933 eV
HOMO energy   -0.6536 eV

```
26
Properties=species:S:1:pos:R:3:forces:R:3
C 2.080440 1.138326 -0.687457 -0.5 1.5 -1.3
C 1.221482 2.080231 -0.032384 0.2 0.5 -2.4
C 0.045444 2.235509 -0.846106 2.1 0.2 -1.2
H 1.401016 2.535887 0.913871 0.1 0.2 0.5
C 0.168298 1.358222 -1.981195 1.7 1.7 0.4
C 1.434589 0.694646 -1.878817 0.3 2.0 0.0
H 1.777899 -0.091100 -2.511862 0.2 -0.4 -0.2
H 2.983610 0.740305 -0.289359 0.4 -0.2 0.2
H -0.787384 2.851300 -0.625452 -0.6 0.4 0.2
H -0.573844 1.179570 -2.725278 -0.4 -0.1 -0.4
Sr 0.036599 -0.076362 -0.018445 1.0 -3.8 -1.2
Cl 1.729500 -1.050165 1.505076 2.3 -1.0 2.5
C -1.576130 -1.182279 1.365928 -2.0 1.1 0.9
C -2.309910 -0.750177 0.213896 -0.7 0.9 1.9
C -2.359181 0.680585 0.233755 -0.2 -1.0 1.7
H -2.647879 -1.376977 -0.579056 -0.1 -0.4 -0.4
C -1.665571 1.132368 1.410125 -1.2 -1.7 0.1
C -1.188252 -0.018136 2.114724 -2.3 -0.1 -0.7
H -0.557936 -0.011943 2.970672 0.4 0.0 0.4
H -1.254733 -2.180762 1.561918 0.2 -0.4 0.0
H -2.773066 1.295434 -0.526936 -0.3 0.4 -0.5
H -1.478746 2.141896 1.680407 0.1 0.7 0.1
O 2.274835 -2.387183 -1.397329 0.5 -0.5 -0.6
C 1.218413 -2.997991 -1.230006 -0.7 0.6 0.5
O 0.148515 -2.509102 -0.747111 0.1 -1.0 -0.9
H 1.176724 -4.105453 -1.524465 0.0 0.5 0.2
```
Forces are in eV/Å.

No. 8
# CH2N5S

A cluster of 2 separate species, CH2N5S in total in a non-equilibrium geometry (ωB97M-V with the def2-TZVPD basis set, the Open Molecules 2025 dataset).

Calculated values
Net charge   -1
Electronic energy   -19351.63389 eV
ΔE to the lowest compared entry with this formula, charge and spin   339.6 kJ/mol
HOMO energy (spin up / spin down)   -3.4721 / -3.4730 eV

```
9
Properties=species:S:1:pos:R:3:forces:R:3
C -0.250763 -0.377814 -0.093893 1.7 -0.8 0.6
N -2.342417 -0.189123 0.164074 -1.4 2.2 1.0
N -1.369179 -1.059576 0.249637 2.3 0.2 -1.8
N -0.584753 0.934693 -0.244142 1.4 0.0 1.2
N -1.902154 1.019132 -0.014352 -1.6 0.5 -0.4
N 1.995790 -0.884761 -0.356306 -1.9 -0.4 -1.3
S 2.794127 0.393125 0.160167 0.5 0.1 0.8
H 1.602088 -1.644530 0.211240 0.7 0.8 0.7
H 0.057261 1.808858 -0.076429 -1.7 -2.6 -0.8
```
Forces are in eV/Å.